No. 1
C3H6N2 | ωB97M-V with the def2-TZVPD basis set

**Gap between HOMO and LUMO**: 10.32 eV
**SMILES string**: C=N/N=C\C
**Highest occupied orbital energy**: -9.39 eV
**Max |F|**: 2.40 eV Å⁻¹
**Net charge**: 0

Positions of all 11 atoms, in Å:
C -1.3615 -0.4982 -1.0498
C 0.1290 -0.5650 -0.9250
C 1.3105 0.9322 1.7812
H -1.8678 0.1872 -0.3127
H -1.8417 -1.4440 -0.9303
H -1.7105 -0.1184 -2.0121
H 0.6738 -1.0065 -1.7374
H 1.1035 1.5510 2.6905
H 2.3161 0.8625 1.2715
N 0.9134 -0.2684 0.0503
N 0.3352 0.3677 1.1738

Atoms 1-2, force components in eV/Å:
-0.89 2.08 0.80
0.22 -0.04 1.21

Here are the Mulliken charges for atoms 1 to 6, given in e: number 1, C, carries -0.8815; number 2, C, carries 0.0580; number 3, C, carries -0.2853; number 4, H, carries 0.2885; number 5, H, carries 0.2534; number 6, H, carries 0.2997

No. 2
C6H13O4 | ωB97M-V with the def2-TZVPD basis set

**Gap between HOMO and LUMO (spin up / spin down)**: 8.78 / 10.05 eV
**Highest occupied orbital energy (spin up / spin down)**: -7.97 / -10.00 eV
**Max |F|**: 2.99 eV Å⁻¹
**2S+1**: 2
**Net charge**: 0
**Expectation value of S²**: 0.75

Positions of all 23 atoms, in Å:
O 2.9496 0.6714 -0.9461
C 2.7228 1.2115 0.1077
C 1.3505 1.5027 0.6416
O 0.3633 1.0700 -0.2504
C -0.9222 1.2426 0.1468
C -1.9574 0.8102 -0.8306
O -2.1282 -0.5927 -0.9073
C -1.1865 -1.1935 -1.7740
H 1.2875 2.5882 0.8415
H 3.5413 1.4955 0.8049
H 1.2501 0.9923 1.6180
H -1.1129 2.0605 0.8500
H -2.8317 1.1996 -0.2139
H -1.8464 1.2999 -1.8159
H -1.9531 -1.8360 -2.3408
H -0.7704 -0.8081 -2.7227
H -0.2010 -1.2527 -1.2822
H -0.9539 -0.6986 1.2417
C 0.5188 -1.9890 1.3492
O -0.4476 -1.1880 1.9840
H 1.1824 -1.3684 0.7210
H 1.0982 -2.5121 2.1208
H 0.0466 -2.7054 0.6567

Atoms 1-2, force components in eV/Å:
-0.10 0.36 0.55
0.21 -0.53 -0.44

Here are the Mulliken charges for atoms 1 to 6, given in e: number 1, O, carries -0.4455; number 2, C, carries -0.0416; number 3, C, carries -0.4817; number 4, O, carries -0.1741; number 5, C, carries -0.7297; number 6, C, carries -0.0855

No. 3
C4H6P2 | ωB97M-V with the def2-TZVPD basis set

**Gap between HOMO and LUMO (spin up / spin down)**: 6.71 / 7.06 eV
**Highest occupied orbital energy (spin up / spin down)**: -7.77 / -7.90 eV
**Max |F|**: 4.88 eV Å⁻¹
**Net charge**: 0

Positions of all 12 atoms, in Å:
C -0.7132 -0.6319 -0.1167
C 0.6505 -0.6228 0.1208
C -1.7145 0.4293 -0.3822
C 1.6453 0.6712 0.0506
P -1.1332 -2.2316 0.4252
P 1.1998 -2.2048 0.6217
H -2.2250 0.2476 -1.2505
H -1.1030 1.3390 -0.3223
H -2.3997 0.4502 0.4963
H 2.0838 0.8175 -0.8844
H 2.3508 0.2068 0.6968
H 1.3584 1.5295 0.5447

Atoms 1-2, force components in eV/Å:
-0.50 -1.11 0.68
1.48 3.45 -0.87

Here are the Mulliken charges for atoms 1 to 6, given in e: number 1, C, carries 0.3570; number 2, C, carries 0.1111; number 3, C, carries -1.0176; number 4, C, carries -1.2025; number 5, P, carries -0.1319; number 6, P, carries -0.1195

No. 4
H60O30 | ωB97M-V with the def2-TZVPD basis set

**Gap between HOMO and LUMO**: 9.41 eV
**Highest occupied orbital energy**: -9.71 eV
**Max |F|**: 4.42 eV Å⁻¹
**Net charge**: 0

Positions of all 90 atoms, in Å:
O -1.2209 -1.2287 1.5549
O 1.0581 0.2908 1.8466
O 0.4001 2.2668 0.1783
O -0.2858 -1.2615 -2.6258
O 0.9608 1.2067 -2.3615
O -2.4714 0.4250 -2.0899
O -3.6890 -0.0402 0.7070
O -1.9256 3.0992 1.5755
O 1.3151 -3.7434 -1.2665
O -0.9927 -4.3844 0.2563
O -2.6449 -3.1012 -2.1763
O -0.1188 -3.2706 2.8499
O -1.3420 -0.4795 4.4031
O 1.0712 1.2827 4.2993
O 4.1717 1.5836 0.9844
O -2.2019 3.0813 -3.3913
O 1.8418 -1.8193 4.1246
O 2.4454 3.4720 2.0404
O 2.3002 4.0700 -1.0759
O -4.9079 -2.2292 -0.8106
O 3.9429 -3.3124 -0.2566
O 3.3972 0.5590 -3.8723
O 0.1267 2.2152 -4.9425
O -3.0137 2.2222 3.9793
O 3.8875 -2.6297 2.5590
O 0.2620 -1.9366 -5.3640
O -3.3443 -3.2027 3.4596
O 4.7210 1.7344 -1.8230
O -0.0022 5.2247 1.5198
O -4.8317 -0.0379 -3.4865
H -2.1143 -0.9437 1.3121
H -1.2058 -2.2050 1.7497
H 1.0161 0.5256 2.7430
H 0.5208 -0.4823 1.7153
H 0.7667 1.4181 0.5348
H -0.4310 2.4463 0.7416
H 0.1593 -0.4030 -2.5009
H -0.1904 -1.4399 -3.6181
H 0.5741 1.6504 -3.1657
H 0.4831 1.5692 -1.6470
H -3.3395 0.0556 -2.3998
H -1.7918 -0.2464 -2.1095
H -3.2499 0.5302 0.0450
H -4.3856 -0.5331 0.2604
H -2.6995 3.3200 1.0921
H -1.4771 3.8895 1.7643
H 2.1844 -3.5747 -0.8096
H 0.9908 -2.9500 -1.6620
H -1.6190 -3.7943 -0.2042
H -0.2059 -4.2858 -0.1838
H -1.9583 -2.4448 -2.2852
H -2.3322 -3.8693 -2.6124
H -0.2599 -3.8472 2.0783
H -0.5418 -3.7261 3.5724
H -1.2833 -0.9088 3.5600
H -0.4780 -0.0720 4.4900
H 1.0004 2.2712 4.2519
H 2.0142 1.1512 4.2752
H 3.9225 1.5458 0.0646
H 3.4704 2.0770 1.4252
H -2.3835 2.1547 -3.1313
H -2.8548 3.2228 -4.1305
H 1.1835 -1.9568 3.4616
H 1.9272 -2.4636 4.8382
H 2.1257 3.5664 2.9312
H 3.0610 4.2060 1.9551
H 1.8335 3.5397 -0.4055
H 3.1240 4.3474 -0.5876
H -4.1423 -2.4656 -1.3986
H -4.9425 -2.8822 -0.1060
H 4.7707 -3.8288 -0.3347
H 3.8755 -2.9669 0.6913
H 2.4921 0.6010 -3.5252
H 3.7863 1.0184 -3.1220
H -0.6428 2.6388 -4.6050
H 0.6771 2.8325 -5.4287
H -2.7287 2.3044 3.0418
H -2.5684 1.4571 4.3537
H 3.4466 -2.0889 3.2225
H 4.7998 -2.5325 2.7192
H 0.1878 -2.8936 -5.3535
H 1.0455 -1.6868 -5.8911
H -2.6614 -3.6848 3.9467
H -3.1430 -3.3709 2.5312
H 5.0693 2.6159 -1.8589
H 5.4157 1.1075 -1.6215
H 0.1635 5.8310 0.7433
H 0.7525 4.6241 1.7009
H -5.0671 -0.7916 -4.0016
H -5.0515 0.7652 -3.9085

Atoms 1-2, force components in eV/Å:
0.31 -1.38 0.19
1.12 -0.38 -2.32

Here are the Mulliken charges for atoms 1 to 6, given in e: number 1, O, carries -0.2188; number 2, O, carries -0.1676; number 3, O, carries -0.7494; number 4, O, carries -0.6117; number 5, O, carries -0.7093; number 6, O, carries -0.3786

No. 5
C9H21F5OP2Pd | ωB97M-V with the def2-TZVPD basis set

**Gap between HOMO and LUMO (spin up / spin down)**: 5.30 / 8.27 eV
**Highest occupied orbital energy (spin up / spin down)**: -4.54 / -8.83 eV
**Max |F|**: 2.81 eV Å⁻¹
**2S+1**: 3
**Net charge**: 0
**Expectation value of S²**: 2.01

Positions of all 39 atoms, in Å:
Pd -0.0482 0.3983 -0.6449
H 0.7941 -0.0045 0.8343
H -0.4509 -0.7179 1.4934
P 1.1265 2.3378 -0.1844
P -0.7799 -1.7499 -1.2805
C -2.5758 -1.9408 -1.2341
H -2.8392 -2.8988 -1.7000
H -2.9458 -1.9037 -0.2046
H -3.0407 -1.1433 -1.8217
C -0.3525 -1.9297 -3.0249
H 0.7351 -1.8727 -3.1155
H -0.7152 -2.8880 -3.4117
H -0.8010 -1.1037 -3.5828
C -0.0718 -3.2178 -0.4990
H -0.3198 -3.2638 0.5646
H -0.4637 -4.1034 -1.0172
H 1.0171 -3.1955 -0.6094
C 1.7212 2.9412 -1.7814
H 2.2664 3.8826 -1.6491
H 2.3795 2.1823 -2.2160
H 0.8661 3.0953 -2.4482
C 0.1434 3.6897 0.5073
H -0.1400 3.4396 1.5366
H 0.7526 4.6039 0.5020
H -0.7648 3.8457 -0.0841
C 2.5797 2.2541 0.8905
H 3.2620 1.4800 0.5219
H 3.0759 3.2356 0.8923
H 2.2512 1.9915 1.9034
C -1.7483 1.1139 0.0266
O -2.6839 1.7079 0.3296
H 1.4276 -0.2209 -1.1778
F -1.7846 -2.1508 1.8784
C -1.0163 -1.1031 2.3579
F -1.8594 -0.1214 2.7832
C -0.0084 -1.5604 3.4274
F -0.5286 -2.2365 4.4872
F 0.8895 -2.3935 2.8074
F 0.6508 -0.4794 3.9431

Atoms 1-2, force components in eV/Å:
1.44 -0.25 1.41
-0.10 0.22 -0.85

Here are the Mulliken charges for atoms 1 to 6, given in e: number 1, Pd, carries -1.1033; number 2, H, carries -0.0116; number 3, H, carries -1.1626; number 4, P, carries 1.2714; number 5, P, carries 1.3173; number 6, C, carries -1.3947

No. 6
C6H12NS | ωB97M-V with the def2-TZVPD basis set

**Gap between HOMO and LUMO**: 7.13 eV
**Highest occupied orbital energy**: -12.85 eV
**Max |F|**: 4.51 eV Å⁻¹
**Net charge**: +1

Positions of all 20 atoms, in Å:
C -0.3440 -0.1765 2.1637
C 0.4506 0.2305 0.9270
C 0.9321 1.5970 -1.3389
C -0.4629 -1.0287 0.9239
C 0.4816 2.2601 -2.5962
C 0.2488 -2.3298 0.7133
N -1.6387 -0.8910 0.1545
S -0.1525 1.5275 -0.0929
H 0.3942 -0.4400 3.1353
H -1.1301 0.4589 2.4765
H 1.5289 -0.0672 0.8643
H 2.0000 1.2193 -1.3313
H -0.4715 1.8006 -2.7946
H 1.0846 2.1267 -3.3834
H 0.4987 3.2893 -2.4887
H 0.3561 -2.4457 -0.4475
H -0.4412 -3.0821 1.2496
H 1.1989 -2.2226 1.3120
H -2.2236 -0.1052 0.5746
H -2.3100 -1.7212 -0.0214

Atoms 1-2, force components in eV/Å:
3.68 -1.27 2.28
0.78 -0.82 0.14

Here are the Mulliken charges for atoms 1 to 6, given in e: number 1, C, carries -0.7963; number 2, C, carries -0.2554; number 3, C, carries 0.2040; number 4, C, carries 0.8317; number 5, C, carries -1.2169; number 6, C, carries -1.1831

No. 7
C4HF7N2 | ωB97M-V with the def2-TZVPD basis set

**Gap between HOMO and LUMO (spin up / spin down)**: 8.34 / 8.51 eV
**Highest occupied orbital energy (spin up / spin down)**: -10.04 / -9.41 eV
**Max |F|**: 2.78 eV Å⁻¹
**Net charge**: 0

Positions of all 14 atoms, in Å:
C -0.5520 1.2602 0.8960
C -0.7305 0.1296 0.0764
C 1.8578 0.3767 -0.0135
C -0.9331 -1.2830 0.5478
N -0.6187 2.2419 1.4721
N -1.0648 0.4683 -1.1782
F 2.3187 0.2039 1.1892
F 2.0549 -0.6920 -0.8600
F 2.2739 1.5272 -0.5764
F -1.7398 -1.2516 1.6210
F 0.1377 -2.0304 0.9517
F -1.5117 -2.0118 -0.4380
F -0.5093 -0.4173 -2.1112
H -0.9831 1.4782 -1.5768

Atoms 1-2, force components in eV/Å:
-0.86 -1.34 -0.01
2.18 0.79 -0.03

Here are the Mulliken charges for atoms 1 to 6, given in e: number 1, C, carries 0.1484; number 2, C, carries 0.0110; number 3, C, carries 0.6338; number 4, C, carries 0.9415; number 5, N, carries -0.4493; number 6, N, carries -0.1599

No. 8
C4H28NO10S | ωB97M-V with the def2-TZVPD basis set

**Gap between HOMO and LUMO**: 7.44 eV
**Highest occupied orbital energy**: -4.68 eV
**Max |F|**: 8.78 eV Å⁻¹
**Net charge**: -1

Positions of all 44 atoms, in Å:
C -0.9807 0.1937 -0.7816
N -0.0473 -0.8059 -1.3022
C 1.2759 -0.6981 -0.7312
O 1.3163 -1.0103 0.6272
C -2.2474 0.2544 -1.6196
C -3.2549 -0.8117 -1.2041
S -4.3005 -0.3317 0.2128
H -1.2560 0.0104 0.2651
H -0.4705 1.1615 -0.7797
H -0.4185 -1.7298 -1.0969
H 1.9282 -1.3809 -1.2931
H 1.6316 0.3291 -0.8699
H -2.0016 0.1342 -2.6794
H -2.7049 1.2454 -1.5414
H -2.7493 -1.7414 -0.9374
H -3.9432 -1.0601 -2.0125
H -3.4693 -0.7357 1.1958
H 2.5856 0.0390 1.3185
H 3.5906 1.0915 0.7232
O 3.1943 0.7760 1.5546
H 0.8542 3.3156 0.5289
H -0.3394 3.8237 -0.3455
O 0.6237 3.7547 -0.3402
H 1.9259 2.0341 1.8721
H 0.4120 1.8019 2.0188
O 1.0782 2.5187 1.9730
H 1.0228 -2.4574 0.8022
H 0.7555 -3.5024 1.9533
O 0.7909 -3.4497 0.9973
H -0.0584 -0.1367 2.9864
H 0.3492 -0.3745 1.4393
O -0.3172 0.1206 2.1012
H 1.5569 3.0913 -1.6717
H 1.4089 1.8954 -2.6265
O 2.0244 2.5898 -2.3784
H 3.4505 2.0432 -1.4630
H 4.4223 0.8488 -1.5345
O 4.1718 1.5897 -0.9774
H -2.0897 -4.0983 0.2036
H -0.7748 -3.2841 0.4555
O -1.7079 -3.2197 0.0793
H -1.9876 -0.6475 1.8868
H -2.4752 -1.9648 1.2196
O -2.7756 -1.2223 1.7714

Atoms 1-2, force components in eV/Å:
-0.15 0.11 -0.09
-0.05 0.23 -0.22

Here are the Mulliken charges for atoms 1 to 6, given in e: number 1, C, carries 1.2438; number 2, N, carries -0.3050; number 3, C, carries 0.0011; number 4, O, carries -0.9329; number 5, C, carries -0.9706; number 6, C, carries -0.5575

The highest net charge belongs to which entry? C6H12NS

Which of these has the highest net charge? C6H12NS